# 1
Molecular formula: C77H67ClF9N13OPTl
Method: DFT, wB97M-V/def2-TZVPD

ORCA input file:
```
! RIJCOSX wB97M-V def2-TZVPD def2/J DEFGRID3
* xyz -2 1
Tl -0.293 -0.400 0.091
C -0.922 3.730 -8.086
C -1.373 2.300 -7.950
C -1.629 1.521 -9.069
C -2.008 0.189 -8.962
C -2.102 -0.377 -7.700
C -1.861 0.380 -6.563
C -1.521 1.731 -6.673
N -1.305 2.567 -5.572
C -1.306 2.176 -4.197
N -2.482 1.588 -3.876
C -3.148 0.954 -2.759
C -2.511 0.415 -1.631
C -3.414 -0.209 -0.747
C -4.787 -0.302 -0.925
C -5.357 0.267 -2.052
C -4.549 0.900 -2.985
C -5.219 1.524 -4.195
N -0.322 2.482 -3.440
C 0.662 3.325 -3.978
C 0.513 4.711 -3.833
C 1.497 5.596 -4.245
C 2.661 5.108 -4.822
C 2.787 3.740 -5.028
C 1.799 2.836 -4.644
C 1.935 1.383 -5.012
H -0.891 4.021 -9.135
H 0.082 3.874 -7.671
H -1.592 4.415 -7.558
H -1.525 1.974 -10.050
H -2.208 -0.400 -9.848
H -2.352 -1.426 -7.588
H -1.899 -0.094 -5.590
H -0.645 3.308 -5.746
H -3.098 1.646 -4.664
H -3.023 -0.673 0.154
H -5.409 -0.802 -0.187
H -6.430 0.226 -2.215
H -6.302 1.432 -4.100
H -4.941 1.035 -5.136
H -4.986 2.589 -4.292
H -0.396 5.077 -3.368
H 1.358 6.662 -4.103
H 3.457 5.781 -5.119
H 3.674 3.352 -5.520
H 2.183 1.287 -6.071
H 1.015 0.835 -4.826
H 2.719 0.887 -4.435
O -2.025 2.897 0.212
C -1.307 3.991 -0.283
C 0.187 3.774 -0.371
C 1.063 4.857 -0.447
C 2.410 4.613 -0.643
C 2.843 3.297 -0.743
C 1.905 2.288 -0.588
N 0.607 2.520 -0.408
H -1.866 2.121 -0.367
H -1.508 4.842 0.374
H -1.654 4.272 -1.290
H 0.680 5.870 -0.383
H 3.114 5.434 -0.723
H 3.879 3.054 -0.945
H 2.199 1.239 -0.614
N -1.161 -4.961 -0.985
C -2.171 -4.541 -1.818
C -2.300 -3.205 -1.588
N -1.388 -2.799 -0.645
C -0.708 -3.867 -0.311
C 0.397 -3.962 0.643
N 1.270 -3.033 0.944
C 2.136 -3.613 1.835
C 1.782 -4.906 2.079
N 0.669 -5.122 1.308
H -0.690 -5.846 -1.050
H -2.663 -5.209 -2.505
H -2.980 -2.498 -2.035
H 2.962 -3.059 2.258
H 2.190 -5.663 2.727
H 0.071 -5.928 1.352
N -0.735 0.223 5.452
N -0.177 0.949 4.412
N -0.500 2.196 4.188
C 0.247 2.448 3.115
N 0.983 1.398 2.738
N 0.699 0.438 3.597
H -1.697 0.538 5.522
H -0.732 -0.749 5.153
H 0.255 3.401 2.613
Cl 0.029 -6.389 -4.781
C 0.557 -4.877 -4.029
C 1.549 -4.893 -3.054
C 1.908 -3.731 -2.401
C 1.279 -2.463 -2.674
C 1.592 -1.307 -1.974
C 0.273 -2.509 -3.706
C -0.070 -3.673 -4.354
H 2.045 -5.829 -2.814
H 2.683 -3.767 -1.640
H 1.223 -0.346 -2.319
H 2.424 -1.309 -1.280
H -0.257 -1.590 -3.937
H -0.842 -3.664 -5.117
C -5.689 0.124 5.853
C -4.703 -0.850 5.955
C -3.693 -0.938 5.005
C -3.633 -0.045 3.927
C -4.627 0.940 3.849
C -5.645 1.017 4.788
C -2.613 -0.121 2.852
C -1.824 -1.151 2.554
C -1.697 -2.452 3.069
C -2.651 -3.467 2.743
C -2.516 -4.762 3.196
C -1.427 -5.154 3.987
C -0.453 -4.199 4.267
C -0.562 -2.894 3.811
H -6.480 0.185 6.591
H -4.723 -1.553 6.780
H -2.952 -1.725 5.080
H -4.591 1.639 3.020
H -6.415 1.774 4.685
H -2.583 0.780 2.230
H -3.501 -3.189 2.129
H -3.280 -5.491 2.943
H -1.337 -6.170 4.353
H 0.429 -4.485 4.833
H 0.267 -2.206 3.948
F 6.481 -3.512 7.468
C 7.057 -3.441 6.252
F 7.149 -4.708 5.798
F 8.316 -3.001 6.435
C 6.279 -2.569 5.316
C 6.927 -1.674 4.479
C 6.189 -0.896 3.600
C 4.804 -1.004 3.541
C 4.172 -1.925 4.374
C 4.901 -2.701 5.265
P 3.688 0.006 2.442
C 3.940 1.613 3.306
C 4.062 2.830 2.644
C 4.061 4.030 3.341
C 3.924 4.029 4.717
C 3.772 2.826 5.395
C 3.784 1.634 4.696
C 3.906 5.308 5.490
F 4.302 6.362 4.751
F 2.680 5.602 5.964
F 4.724 5.253 6.565
C 4.767 0.071 0.952
C 5.776 0.984 0.644
C 6.502 0.861 -0.528
C 6.232 -0.180 -1.407
C 5.239 -1.099 -1.119
C 4.509 -0.963 0.054
C 7.037 -0.277 -2.666
F 6.725 -1.351 -3.401
F 8.363 -0.352 -2.397
F 6.877 0.809 -3.448
H 8.004 -1.584 4.519
H 6.702 -0.197 2.949
H 3.092 -2.022 4.321
H 4.404 -3.404 5.921
H 4.104 2.854 1.566
H 4.150 4.966 2.805
H 3.634 2.826 6.470
H 3.647 0.706 5.237
H 6.009 1.793 1.324
H 7.283 1.574 -0.765
H 5.021 -1.903 -1.809
H 3.701 -1.659 0.264
*
```

Properties
HOMO (eV): -0.48
LUMO (eV): 3.464
Gap between HOMO and LUMO (eV): 3.94

Atom charges from the Mulliken analysis, given in e for atoms 1 to 6: 0.887, -1.515, 1.008, -0.718, -0.684, -0.964

=====

# 2
Molecular formula: C78H168F3N7O3S
Method: DFT, wB97M-V/def2-TZVPD

ORCA input file:
```
! RIJCOSX wB97M-V def2-TZVPD def2/J DEFGRID3
* xyz 5 2
C -5.417 3.511 -3.078
C -4.156 3.044 -2.405
C -3.350 2.042 -3.292
C -4.118 0.675 -3.640
N -3.471 -0.148 -4.831
C -2.222 -0.945 -4.484
C -2.657 -2.387 -4.247
C -3.803 -2.597 -5.158
C -4.514 -1.257 -5.160
C -3.134 0.662 -6.158
C -4.221 1.560 -6.618
C -3.681 2.524 -7.702
H -6.174 2.733 -3.174
H -5.158 4.007 -4.013
H -5.940 4.293 -2.526
H -4.452 2.587 -1.461
H -3.493 3.863 -2.126
H -2.350 1.817 -2.920
H -3.105 2.623 -4.181
H -5.106 0.967 -3.996
H -4.452 0.031 -2.826
H -1.579 -0.889 -5.363
H -1.697 -0.617 -3.587
H -1.903 -3.156 -4.421
H -2.915 -2.512 -3.195
H -3.282 -2.616 -6.116
H -4.447 -3.466 -5.023
H -4.955 -1.088 -6.142
H -5.337 -1.174 -4.450
H -2.929 -0.176 -6.824
H -2.225 1.208 -5.904
H -4.647 2.118 -5.785
H -5.060 1.006 -7.040
H -2.842 3.153 -7.405
H -4.458 3.185 -8.087
H -3.454 1.983 -8.620
C -0.740 -3.875 -0.892
C 0.660 -4.521 -0.485
C 0.690 -5.779 0.331
C 2.142 -6.513 0.145
N 2.325 -8.021 0.653
C 3.729 -8.502 0.344
C 3.648 -10.017 0.416
C 2.213 -10.413 -0.016
C 1.469 -9.106 -0.143
C 1.943 -8.172 2.152
C 2.862 -7.404 3.063
C 2.167 -7.383 4.417
H -0.467 -2.870 -1.216
H -1.444 -3.744 -0.070
H -1.347 -4.321 -1.679
H 1.209 -3.695 -0.034
H 1.152 -4.794 -1.419
H -0.069 -6.464 -0.047
H 0.418 -5.585 1.369
H 2.876 -5.933 0.705
H 2.533 -6.580 -0.870
H 4.467 -8.036 0.997
H 3.974 -8.164 -0.663
H 3.918 -10.202 1.456
H 4.376 -10.447 -0.272
H 1.778 -11.112 0.698
H 2.065 -10.982 -0.933
H 0.405 -9.153 0.091
H 1.613 -8.757 -1.166
H 1.748 -9.233 2.310
H 0.962 -7.697 2.178
H 3.131 -6.405 2.719
H 3.815 -7.902 3.237
H 1.262 -6.776 4.369
H 2.820 -7.002 5.201
H 1.852 -8.362 4.778
C 1.250 1.364 5.327
C 2.196 2.191 4.523
C 2.737 1.396 3.352
C 3.400 2.361 2.427
N 4.469 1.660 1.569
C 4.964 2.686 0.529
C 6.371 2.147 0.249
C 6.929 1.536 1.515
C 5.747 1.273 2.362
C 3.801 0.422 0.779
C 2.581 0.814 -0.108
C 2.218 -0.396 -1.041
H 1.888 0.812 6.017
H 0.674 0.715 4.667
H 0.520 2.012 5.812
H 3.015 2.467 5.187
H 1.696 3.060 4.094
H 1.947 0.808 2.884
H 3.482 0.680 3.698
H 3.868 3.176 2.980
H 2.888 3.090 1.798
H 4.568 2.657 -0.487
H 4.963 3.703 0.922
H 6.465 1.343 -0.481
H 7.014 2.945 -0.123
H 7.548 0.653 1.353
H 7.606 2.246 1.990
H 5.655 0.241 2.701
H 5.815 1.893 3.256
H 3.558 -0.392 1.462
H 4.562 0.067 0.084
H 2.704 1.757 -0.642
H 1.803 1.034 0.623
H 2.982 -0.489 -1.813
H 1.191 -0.297 -1.392
H 2.037 -1.352 -0.548
C 2.118 -2.875 2.725
C 2.972 -3.079 4.024
C 4.373 -3.604 3.738
C 5.240 -3.725 5.105
N 6.629 -4.413 4.847
C 6.372 -5.908 4.482
C 6.178 -6.675 5.766
C 6.927 -5.914 6.848
C 7.436 -4.571 6.170
C 7.430 -3.635 3.737
C 7.953 -2.310 4.227
C 8.677 -1.466 3.163
H 1.952 -3.855 2.277
H 2.532 -2.226 1.954
H 1.145 -2.456 2.983
H 2.497 -3.840 4.643
H 2.905 -2.144 4.581
H 4.732 -2.762 3.145
H 4.466 -4.407 3.007
H 4.583 -4.281 5.774
H 5.239 -2.756 5.605
H 7.338 -6.167 4.048
H 5.765 -6.163 3.613
H 6.414 -7.729 5.616
H 5.155 -6.740 6.137
H 7.787 -6.453 7.246
H 6.283 -5.856 7.726
H 8.522 -4.592 6.074
H 7.092 -3.727 6.768
H 6.727 -3.524 2.911
H 8.292 -4.219 3.414
H 8.669 -2.553 5.012
H 7.145 -1.698 4.629
H 7.915 -1.192 2.433
H 9.537 -1.864 2.624
H 8.948 -0.527 3.645
C 1.367 2.041 -3.103
C 0.726 1.640 -4.459
C 1.625 1.996 -5.645
C 1.118 1.507 -6.984
N 2.251 1.721 -8.062
C 3.426 0.720 -7.848
C 3.391 -0.208 -9.065
C 1.998 -0.060 -9.702
C 1.522 1.284 -9.348
C 2.830 3.208 -8.126
C 1.755 4.245 -8.372
C 2.420 5.621 -8.502
H 1.468 3.125 -3.069
H 2.283 1.535 -2.797
H 0.608 1.911 -2.332
H -0.255 2.113 -4.408
H 0.462 0.582 -4.484
H 2.609 1.600 -5.392
H 1.706 3.081 -5.714
H 0.228 2.086 -7.228
H 0.971 0.428 -7.021
H 4.361 1.255 -7.684
H 3.133 0.089 -7.009
H 4.236 0.207 -9.615
H 3.625 -1.223 -8.746
H 1.821 -0.375 -10.730
H 1.345 -0.813 -9.261
H 1.918 1.945 -10.120
H 0.437 1.394 -9.365
H 3.553 3.173 -8.940
H 3.331 3.404 -7.178
H 0.903 4.208 -7.693
H 1.222 4.080 -9.308
H 1.633 6.321 -8.782
H 3.139 5.747 -9.311
H 2.664 6.111 -7.559
C -6.960 5.461 0.490
C -6.620 4.777 1.769
C -7.369 3.369 1.828
C -6.775 2.371 0.776
N -7.073 0.856 1.048
C -6.523 -0.120 -0.027
C -7.430 0.012 -1.305
C -8.833 0.550 -0.851
C -8.637 0.622 0.733
C -6.870 0.371 2.522
C -5.348 0.369 2.888
C -5.153 0.115 4.341
H -8.024 5.640 0.334
H -6.579 4.878 -0.349
H -6.462 6.419 0.340
H -7.045 5.379 2.572
H -5.552 4.671 1.957
H -8.439 3.554 1.729
H -7.198 3.105 2.871
H -5.685 2.394 0.788
H -7.144 2.570 -0.231
H -6.702 -1.116 0.378
H -5.461 0.037 -0.217
H -7.562 -0.884 -1.911
H -7.138 0.800 -2.000
H -9.651 -0.115 -1.126
H -8.922 1.566 -1.237
H -8.960 -0.265 1.277
H -9.199 1.442 1.179
H -7.409 -0.559 2.701
H -7.427 1.107 3.103
H -4.877 1.254 2.460
H -4.912 -0.484 2.368
H -5.480 0.954 4.956
H -4.102 -0.088 4.543
H -5.594 -0.845 4.610
C -4.101 9.192 3.362
C -2.611 8.923 3.596
C -2.335 7.459 4.021
C -2.711 6.515 2.774
N -2.336 4.998 3.050
C -2.697 4.114 1.844
C -1.338 3.822 1.136
C -0.368 3.673 2.293
C -0.802 4.861 3.139
C -3.096 4.497 4.359
C -2.453 3.152 4.967
C -3.204 2.707 6.208
H -4.762 9.160 4.228
H -4.369 8.522 2.545
H -4.196 10.124 2.804
H -2.360 9.536 4.462
H -1.923 9.156 2.784
H -2.892 7.198 4.921
H -1.319 7.300 4.381
H -2.200 6.707 1.831
H -3.792 6.380 2.752
H -3.027 3.125 2.160
H -3.398 4.651 1.205
H -1.280 2.957 0.475
H -1.161 4.690 0.501
H -0.445 2.712 2.802
H 0.684 3.697 2.009
H -0.375 4.884 4.142
H -0.354 5.719 2.637
H -4.100 4.266 4.004
H -3.109 5.234 5.163
H -1.384 3.161 5.180
H -2.594 2.373 4.217
H -2.902 1.672 6.365
H -4.282 2.815 6.087
H -2.847 3.188 7.118
C -1.398 -0.559 1.547
F -2.222 -0.972 2.442
F -0.659 0.404 2.061
F -0.651 -1.640 1.199
S -2.316 0.064 -0.026
O -3.274 1.099 0.502
O -1.322 0.649 -0.895
O -2.948 -1.071 -0.684
*
```

Properties
HOMO (spin up / spin down) (eV): -9.89 / -17.91
LUMO (spin up / spin down) (eV): -7.718 / -7.755
Gap between HOMO and LUMO (spin up / spin down) (eV): 2.17 / 10.16

Atom charges from the Mulliken analysis, given in e for atoms 1 to 6: -1.408, 0.492, 0.121, -1.671, 0.910, 0.724

=====

| no. | largest force on an atom (eV Å⁻¹) |
| --- | --- |
| 1 | 0.5 |
| 2 | 3.4 |